3 unconnected molecules or ions with the total composition C5H16O2 at a distorted geometry. Source: the Open Molecules 2025 dataset; level of theory: ωB97M-V/def2-TZVPD.

Results
**Strongest force on any atom**: 0.050 hartree/bohr
**SMILES string**: CCCCC.O.O
**Energy**: -350.553465 Ha
**HOMO-LUMO gap**: 11.015 eV

Last column: Mulliken charge in e.
Atoms and positions in Å:
C -0.784 -1.317 -0.510  -1.1719
C 0.010 -2.261 0.403  -0.2974
C -0.399 -2.313 1.848  -0.7068
C 0.037 -1.030 2.634  -0.3070
C 1.524 -1.060 2.963  -1.1530
H -0.491 -0.274 -0.355  0.2808
H -0.756 -1.530 -1.582  0.3633
H -1.848 -1.389 -0.271  0.2867
H -0.214 -3.253 -0.011  0.2820
H 1.076 -2.127 0.191  0.2532
H -1.437 -2.415 2.139  0.3518
H 0.110 -3.176 2.287  0.3270
H -0.236 -0.198 1.991  0.2475
H -0.556 -1.073 3.543  0.3055
H 1.850 -2.099 3.078  0.2862
H 2.211 -0.630 2.244  0.3062
H 1.768 -0.528 3.883  0.3457
O 0.656 4.125 -0.937  -0.6361
H 0.301 4.886 -0.460  0.3213
H 0.077 4.034 -1.701  0.3136
O -0.838 2.453 -5.089  -0.6324
H -1.169 2.521 -5.990  0.3152
H -1.631 2.326 -4.557  0.3184

=====

A molecular structure, C62H45N5O2STi. Source: the Open Molecules 2025 dataset; level of theory: ωB97M-V/def2-TZVPD.

Results
**Strongest force on any atom**: 0.012 hartree/bohr
**Charge**: -2
**Energy**: -4061.767072 Ha
**HOMO-LUMO gap (alpha / beta)**: 3.614 / 5.436 eV
**Multiplicity**: 3

Last column: Mulliken charge in e.
Atoms and positions in Å:
Ti 0.974 0.623 0.427  -1.2437
C -4.993 4.755 3.563  -0.6555
C -3.781 4.629 4.234  -0.8344
C -2.729 3.938 3.655  -0.2079
C -2.848 3.355 2.388  0.0865
C -4.072 3.488 1.732  0.0630
C -5.130 4.178 2.309  -1.1078
C -1.709 2.611 1.798  0.5864
C -1.167 1.546 2.562  -0.3062
C -1.783 0.987 3.685  -0.4999
C -0.981 -0.054 4.121  -1.6300
C 0.160 -0.068 3.293  -0.7882
N 0.017 0.885 2.285  0.8211
C 1.357 -0.771 3.523  0.9575
C 2.567 -0.434 2.860  -0.0523
C 3.845 -0.733 3.370  -1.5898
C 4.770 -0.212 2.485  -1.2380
C 4.041 0.390 1.445  0.2902
C 4.587 0.812 0.209  0.7078
C 6.057 0.727 0.035  -0.5542
C 6.642 -0.128 -0.900  -0.0248
C 8.019 -0.181 -1.066  -0.8158
C 8.849 0.612 -0.286  -0.3320
C 8.284 1.454 0.664  -0.7888
C 6.907 1.509 0.821  -0.0945
C 3.814 1.277 -0.831  0.5915
N 2.451 1.571 -0.757  1.0513
C 2.143 2.188 -1.972  -0.0256
C 0.948 2.832 -2.257  0.8708
C 0.776 3.495 -3.577  -0.6053
C -0.267 3.104 -4.419  0.2963
C -0.466 3.720 -5.646  -0.9479
C 0.373 4.746 -6.059  -0.3939
C 1.412 5.149 -5.230  -0.7914
C 1.608 4.530 -4.003  -0.1727
C -0.073 2.992 -1.329  0.3019
C -1.077 4.001 -1.432  -1.6995
C -1.760 4.015 -0.262  -1.5152
C -1.226 2.965 0.560  -0.0919
N -0.166 2.350 -0.099  1.7477
C 3.277 2.167 -2.830  -1.3632
C 4.312 1.639 -2.128  -1.5370
N 2.685 0.284 1.686  1.1645
C 1.432 -1.822 4.554  -0.1755
C 1.917 -3.093 4.212  0.1561
C 1.989 -4.112 5.145  -0.9126
C 1.587 -3.900 6.461  -0.3686
C 1.124 -2.644 6.823  -0.7419
C 1.052 -1.621 5.885  -0.2169
H -5.819 5.290 4.016  0.3788
H -3.654 5.075 5.214  0.3704
H -1.788 3.835 4.182  0.4510
H -4.194 3.022 0.764  0.6986
H -6.073 4.251 1.778  0.3498
H -2.724 1.314 4.095  0.8176
H -1.171 -0.722 4.944  0.6992
H 4.035 -1.257 4.293  0.4954
H 5.845 -0.275 2.542  0.4739
H 5.998 -0.764 -1.494  0.4553
H 8.445 -0.855 -1.800  0.3639
H 9.925 0.573 -0.414  0.3620
H 8.919 2.079 1.281  0.3558
H 6.466 2.165 1.560  0.4511
H -0.912 2.296 -4.096  0.3664
H -1.277 3.391 -6.285  0.3879
H 0.219 5.230 -7.017  0.3615
H 2.067 5.958 -5.534  0.3550
H 2.409 4.856 -3.350  0.5126
H -1.204 4.665 -2.273  0.5158
H -2.549 4.691 0.023  0.6185
H 3.296 2.527 -3.846  0.6562
H 5.331 1.525 -2.458  0.5042
H 2.204 -3.280 3.184  0.2952
H 2.349 -5.087 4.838  0.3936
H 1.633 -4.702 7.188  0.3545
H 0.821 -2.450 7.847  0.3465
H 0.730 -0.637 6.198  0.5272
C -6.497 0.513 4.178  -1.6508
C -5.936 -0.684 3.397  2.1081
C -4.890 -1.374 4.274  -2.0240
C -7.063 -1.687 3.117  -1.8854
C -5.356 -0.203 2.065  0.6180
C -6.195 0.477 1.163  -0.1884
C -5.756 0.896 -0.077  -1.3165
C -4.432 0.649 -0.428  0.7996
S -3.582 1.003 -1.890  -0.4388
C -2.154 0.205 -1.216  0.4970
N -2.287 -0.217 -0.009  -0.2956
C -3.569 0.003 0.463  -1.4589
C -4.042 -0.438 1.701  0.0355
C -0.979 -0.060 -2.066  0.8399
C -1.233 -0.400 -3.401  -0.5585
C -0.213 -0.827 -4.231  -0.9605
C 1.065 -0.949 -3.702  -0.9611
C 1.303 -0.592 -2.385  -0.5030
C 0.316 -0.095 -1.527  1.4495
H -6.922 0.174 5.127  0.4630
H -7.282 1.030 3.624  0.3141
H -5.707 1.236 4.391  0.2552
H -5.351 -1.669 5.220  0.4612
H -4.050 -0.718 4.493  0.3272
H -4.495 -2.274 3.799  0.3660
H -7.487 -2.055 4.056  0.4560
H -6.683 -2.540 2.552  0.3884
H -7.866 -1.229 2.536  0.3396
H -7.226 0.672 1.433  0.3916
H -6.427 1.409 -0.755  0.3747
H -3.338 -0.944 2.347  0.6465
H -2.249 -0.365 -3.778  0.4401
H -0.417 -1.082 -5.265  0.3401
H 1.883 -1.300 -4.321  0.4234
H 2.324 -0.672 -2.021  0.2520
O 1.592 -3.434 0.594  -0.7084
C 1.765 -2.240 0.445  0.1990
O 0.874 -1.319 0.650  -0.3821
H 2.755 -1.863 0.119  0.2586

=====

A molecular structure, C16H44ClN4O4Ti2 at a distorted geometry. Source: the Open Molecules 2025 dataset; level of theory: ωB97M-V/def2-TZVPD.

Results
**Strongest force on any atom**: 0.058 hartree/bohr
**Charge**: +1
**Energy**: -3314.648089 Ha
**HOMO-LUMO gap (alpha / beta)**: 6.006 / 7.461 eV
**Multiplicity**: 7

Last column: Mulliken charge in e.
Atoms and positions in Å:
Ti 21.777 -11.080 -8.397  0.5303
Ti 18.407 -9.396 -9.523  0.4878
Cl 20.815 -8.488 -8.501  -0.4350
C 24.249 -7.105 -11.799  -1.4224
C 23.254 -6.133 -11.156  0.4218
C 21.813 -6.195 -11.725  -0.4287
O 21.797 -5.633 -13.014  -0.3606
C 20.477 -5.446 -13.519  -0.7613
N 23.224 -6.371 -9.681  -0.5872
H 24.312 -6.984 -12.881  0.3398
H 24.054 -8.114 -11.437  0.2329
H 25.289 -6.991 -11.496  0.3688
H 23.719 -5.172 -11.377  0.2860
H 21.065 -5.779 -11.051  0.4261
H 21.434 -7.217 -11.698  0.2714
H 20.610 -5.168 -14.564  0.2735
H 19.874 -4.647 -13.088  0.3047
H 19.855 -6.336 -13.430  0.2882
H 22.903 -5.518 -9.244  0.3205
H 22.449 -6.973 -9.445  -0.0046
C 23.126 -11.782 -4.314  -1.7740
C 22.081 -11.026 -5.099  0.9689
C 21.319 -9.974 -4.387  -0.4519
O 20.651 -10.509 -3.214  -0.4406
C 19.984 -9.506 -2.530  -0.6618
N 22.735 -10.386 -6.256  -0.4836
H 23.613 -12.601 -4.844  0.4095
H 22.830 -12.247 -3.374  0.3270
H 23.920 -11.122 -3.965  0.4596
H 21.391 -11.831 -5.350  0.1524
H 20.642 -9.604 -5.157  -0.1420
H 21.925 -9.105 -4.132  0.5055
H 19.563 -10.043 -1.680  0.2651
H 19.160 -9.137 -3.141  0.2394
H 20.675 -8.746 -2.163  0.3479
H 22.297 -9.484 -6.375  0.2129
H 23.674 -10.140 -5.979  0.2677
C 15.184 -9.467 -7.162  -1.4446
C 16.559 -9.102 -6.508  0.0806
C 17.333 -10.339 -6.165  0.1564
O 16.836 -10.668 -4.867  -0.3702
C 17.437 -11.814 -4.338  -0.4752
N 17.311 -8.337 -7.519  -0.2108
H 15.435 -10.144 -7.979  0.3217
H 14.725 -8.593 -7.623  0.3908
H 14.569 -9.976 -6.419  0.3601
H 16.428 -8.507 -5.604  0.2720
H 18.401 -10.190 -6.005  -0.1446
H 17.206 -11.099 -6.936  0.3030
H 16.870 -12.129 -3.462  0.2919
H 18.368 -11.489 -3.873  0.0198
H 17.589 -12.621 -5.054  0.3239
H 16.776 -7.487 -7.628  0.2652
H 18.261 -8.104 -7.267  0.1643
C 20.875 -6.121 -5.315  -1.0416
C 19.546 -5.437 -5.541  0.5455
C 19.606 -3.935 -4.918  -0.9092
O 19.459 -3.979 -3.465  -0.2874
C 19.254 -2.707 -2.934  -0.7736
N 19.321 -5.328 -6.977  -0.6300
H 21.112 -6.310 -4.268  0.4216
H 21.729 -5.519 -5.624  0.3413
H 20.955 -7.061 -5.861  0.0335
H 18.733 -5.931 -5.010  0.1806
H 18.772 -3.390 -5.362  0.4654
H 20.495 -3.401 -5.253  0.3544
H 20.187 -2.147 -2.880  0.2932
H 18.825 -2.789 -1.936  0.2645
H 18.479 -2.132 -3.442  0.3297
H 19.790 -6.140 -7.354  0.0382
H 19.915 -4.579 -7.303  0.3154

=====

2 unconnected molecules or ions with the total composition C3H4NO3 at a distorted geometry. Source: the Open Molecules 2025 dataset; level of theory: ωB97M-V/def2-TZVPD.

Results
**Strongest force on any atom**: 0.069 hartree/bohr
**Charge**: -1
**Energy**: -397.222663 Ha
**HOMO-LUMO gap**: 7.094 eV

Last column: Mulliken charge in e.
Atoms and positions in Å:
C 1.804 -1.745 -1.494  -0.1824
C 0.481 -0.980 0.068  0.6766
C 1.195 0.041 -0.553  -0.4301
N 2.034 -0.467 -1.495  -0.6183
O 0.764 -2.117 -0.600  -0.3476
O -0.371 -0.971 0.995  -0.8618
O -1.937 1.086 1.489  -0.7387
H 2.336 -2.487 -1.971  0.4431
H -1.133 0.596 0.950  0.4123
H 0.940 1.071 -0.376  0.3690
H -2.237 0.380 2.170  0.2779

=====

- What is the strongest force on any atom in the first record?
  0.050 hartree/bohr